23
Properties=species:S:1:pos:R:3 method="wB97M-V/def2-TZVPD" homo_energy_ha=-0.49848 energy_ev=-11456.963 e_above_lowest_kcal_mol=99.0 e_lumo_ha=-0.253 charge=+1
H -0.01981 -1.66935 -1.81667
C -2.40544 0.65129 0.78834
C 0.72340 0.22356 0.30886
H 0.95121 -1.84935 0.02933
N 1.16837 -1.13773 0.73088
O 4.04574 1.00359 0.82450
H 4.41617 1.66511 0.23046
C -1.66933 -0.25344 -0.33380
H -2.07048 2.58377 0.14322
H -1.72866 0.65466 1.64894
H 0.35874 0.72270 1.23116
H -3.70621 2.13876 0.12648
N -2.77811 1.95257 0.46321
H 1.61174 0.77370 0.01304
C -0.35791 0.22658 -0.67495
H 0.67337 -1.43502 1.56320
H 0.23815 -2.79964 -2.85711
H -3.25431 0.02873 1.07426
O 0.41175 -2.51397 -1.95298
H 4.56080 1.08968 1.64227
H -1.58352 -1.23504 0.12342
H -2.28383 -0.39272 -1.23107
H -0.28925 0.96031 -1.46688

***

19
Properties=species:S:1:pos:R:3 method="wB97M-V/def2-TZVPD" homo_energy_ha=-0.50858 energy_ev=-17696.132 e_above_lowest_kcal_mol=58.9 e_lumo_ha=-0.111 charge=+1 smiles=CC[C@H]1[C@@H](S)[N@@H+]1C
C -1.45628 -0.34868 -0.07728
C -0.98673 2.07723 -0.27059
H 3.02818 -1.43967 0.31426
H -2.60200 -2.30554 0.57582
H 0.22378 0.19002 -1.34055
H 1.19829 -0.15194 1.40207
C 1.10069 -0.87318 0.48553
S -1.97435 -1.37637 1.28648
H 2.08338 -1.55216 -1.31222
N -0.80248 0.85667 0.44124
C 2.39471 -1.03871 -0.38054
H -0.17981 2.78935 -0.06274
H 2.59253 -0.04038 -0.78741
H 0.90591 -1.81434 0.83903
H -1.92203 2.61484 0.05425
H -2.01450 -0.08022 -0.97955
H -1.01777 1.72230 -1.36592
H -0.60107 0.94892 1.47188
C 0.02954 -0.17812 -0.29376

***

12
Properties=species:S:1:pos:R:3 method="wB97M-V/def2-TZVPD" homo_energy_ha=-0.38107 energy_ev=-17793.753 e_above_lowest_kcal_mol=6.4 e_lumo_ha=0.029 charge=0 smiles=C[C@@H](O)CCl
C -0.33944 -0.76696 0.32293
C 0.83024 -0.03583 -0.35747
H 1.90974 1.75998 -0.46796
H -0.41057 -1.79995 0.11913
H -0.37286 -0.79373 1.40440
H 1.33136 1.51778 1.18505
O 2.06796 -0.73474 0.05197
H 0.18176 2.05492 -0.04597
Cl -1.87488 0.04868 -0.08806
H 0.72073 -0.01578 -1.50330
C 1.05382 1.39136 0.18823
H 2.70137 -1.20422 -0.53226

***

7
Properties=species:S:1:pos:R:3 method="wB97M-V/def2-TZVPD" homo_energy_ha=-0.31417 energy_ev=-4079.270 e_above_lowest_kcal_mol=83.3 e_lumo_ha=0.034 charge=0 smiles="C=NN"
H -0.03059 -1.34646 -0.44304
N 0.72969 -0.91829 0.16698
C -0.49143 1.05871 -0.25415
H 1.28512 -1.66406 0.89072
H -1.10261 1.70861 0.35550
N 0.23013 0.28947 0.62827
H -0.62030 0.87202 -1.34428

***

100
Properties=species:S:1:pos:R:3 method="wB97M-V/def2-TZVPD" homo_energy_ha=-0.44562 energy_ev=-82786.983 e_lumo_ha=-0.102 charge=+1
H 1.60372 -2.59641 -3.57778
N 2.27024 2.40509 0.55378
H -8.07242 8.44915 2.04602
H 1.70017 2.71491 2.60063
C 1.89113 -4.53659 4.65436
O 1.30783 -5.58221 2.68144
C 2.45842 0.95722 0.68919
H -1.71558 -6.45646 2.04845
H 4.03982 -4.49115 0.38824
H -0.45808 2.54995 -0.72447
N -2.94048 -5.16686 3.14017
O -5.12089 5.10235 1.07914
H 2.78297 -4.07943 5.06442
C 5.97025 3.71882 -1.42304
N -8.12960 0.39516 2.80172
O 5.06013 -6.42627 -1.00692
H -0.43424 0.75634 2.42798
O 2.01856 -4.28461 -6.53417
O 3.10982 -2.77451 -5.46102
H 6.79960 6.45825 2.64493
H -9.46806 -0.07069 1.27289
C 1.38000 2.94488 1.57447
N -5.53036 3.96760 0.93283
O -2.20651 -5.89467 -9.54581
H 1.07828 -3.82475 4.54753
C -9.20710 -0.46953 2.24821
O -3.96865 -5.26826 2.51076
C 1.24741 -1.69705 -3.08741
C 4.06731 -4.88537 -5.64289
H -10.05408 -0.39689 2.92317
O 3.33358 -4.87832 2.86671
N -7.58057 6.45082 2.38717
H 1.56861 -5.38603 5.24857
H 2.88936 -5.84777 0.30349
H -6.71279 8.18246 3.18723
H -2.66275 2.88570 1.37572
O 7.66465 6.68967 0.23129
O -7.34370 5.88165 3.43406
N 8.29781 6.86743 1.25622
H -0.57562 -3.79899 -8.13929
O -7.06277 -0.11614 3.07567
C -2.22495 2.43082 0.48683
H 1.81628 -0.84136 -3.43663
H 3.47580 0.66690 0.44028
O -8.38411 1.57469 2.94072
O 7.29888 3.36341 0.42075
H -1.67410 0.47299 -0.10818
O 9.26754 7.58051 1.36100
O 5.17330 3.32087 0.73322
H 7.85582 5.07976 2.23343
C -6.04196 3.23861 2.12572
O 2.70126 -2.05870 -1.35733
N 1.53911 -1.87378 -1.64145
C -0.58979 -4.88044 -8.22605
H 4.43008 -5.22304 -6.60889
O -8.11310 5.94060 1.42481
H 3.18625 2.81711 0.69828
H 6.46360 4.66548 -1.62532
H -8.82884 -1.48192 2.18314
H 8.46753 6.38967 3.29826
H 4.84098 -4.39229 -5.06882
C -7.17513 7.87599 2.25746
O -0.65015 -4.77049 -10.52667
C 7.82205 6.14045 2.46527
C 3.36623 -5.04789 -0.25255
H 4.90702 3.76567 -1.62423
O 0.61926 -1.84859 -0.83832
H 2.64302 -4.40130 -0.72901
H 0.15668 0.46362 0.91107
N 2.98023 -3.90029 -5.90249
H -6.48235 7.93124 1.42349
H 2.24681 0.59386 1.70346
N 2.21242 -5.04583 3.29104
H -5.95905 3.89086 2.98610
H -7.07689 2.97738 1.94217
N -1.20384 -5.21233 -9.54208
H -2.89775 2.39550 -0.36502
H 3.62824 -5.71064 -5.09088
N -0.43478 1.08223 1.46410
C -1.83367 0.99250 0.83755
H -0.60570 2.96998 2.23945
O 3.90896 -5.36979 -2.48933
O -2.61555 -4.19573 3.79919
H -0.83068 4.11318 0.13967
H 0.18152 -1.56061 -3.22324
H 0.42301 -5.26682 -8.23054
C -0.06958 2.54710 1.38179
H -5.44135 2.34006 2.23838
H -1.18873 -5.33854 -7.44856
H -1.12883 -6.05781 3.68948
H -2.50281 -7.19168 3.46877
H -2.53206 0.36836 1.38628
C -0.85961 3.02811 0.17149
H 1.37372 4.03205 1.47571
O -5.55092 3.37470 -0.12748
N 6.16351 3.43959 0.02581
H 1.81089 0.42275 -0.01507
N 4.17964 -5.66717 -1.33725
H 6.45251 2.91510 -1.97082
C -1.99123 -6.31313 3.08839

***

8
Properties=species:S:1:pos:R:3 method="wB97M-V/def2-TZVPD" homo_energy_ha=-0.33834 energy_ev=-14493.432 e_above_lowest_kcal_mol=36.7 e_lumo_ha=-0.012 charge=0
P -1.52474 0.52503 0.77564
O 0.28400 2.20128 -0.57204
C 0.62735 -0.24300 -0.13123
C -0.73520 -0.83037 0.17456
H 1.15743 -0.49076 -0.99468
H 1.28275 -0.40525 0.74236
C 0.06182 1.13821 0.02654
H -1.15342 -1.89515 -0.02115